Record 1
{"formula": "C24H60N4O12", "method": "ωB97M-V/def2-TZVPD", "species": ["C", "C", "C", "O", "C", "N", "H", "H", "H", "H", "H", "H", "H", "H", "H", "H", "H", "H", "C", "C", "C", "O", "C", "N", "H", "H", "H", "H", "H", "H", "H", "H", "H", "H", "H", "H", "C", "C", "C", "O", "C", "N", "H", "H", "H", "H", "H", "H", "H", "H", "H", "H", "H", "H", "C", "C", "C", "O", "C", "N", "H", "H", "H", "H", "H", "H", "H", "H", "H", "H", "H", "H", "C", "C", "O", "O", "H", "H", "H", "C", "C", "O", "O", "H", "H", "H", "C", "C", "O", "O", "H", "H", "H", "C", "C", "O", "O", "H", "H", "H"], "positions_angstrom": [[-1.45266, 7.49881, 4.38995], [-0.73000, 6.36904, 3.70535], [-1.21986, 4.98988, 4.18451], [-1.16715, 4.96660, 5.67070], [-1.80387, 3.82922, 6.23184], [-0.86840, 6.65745, 2.17195], [-0.22238, 6.12868, 1.60349], [-1.77933, 6.40684, 1.81487], [-0.81514, 7.63746, 1.93350], [-1.00697, 8.46066, 4.13631], [-1.51173, 7.41928, 5.47544], [-2.51502, 7.58160, 4.16053], [0.32998, 6.62302, 3.71193], [-0.68220, 4.16528, 3.71647], [-2.22456, 4.88270, 3.77563], [-1.82919, 3.80061, 7.32117], [-1.33154, 2.93672, 5.82140], [-2.79618, 3.65223, 5.81699], [-9.20291, 0.58006, -0.06404], [-7.93077, -0.29283, -0.05358], [-7.49399, -0.73249, -1.47792], [-6.25201, -1.32027, -1.56583], [-6.17789, -2.67821, -1.27680], [-6.80393, 0.48891, 0.57342], [-5.96744, -0.07298, 0.50513], [-6.62374, 1.37389, 0.12126], [-6.91946, 0.65026, 1.56373], [-10.02549, 0.03984, -0.53269], [-9.23241, 1.50854, -0.63426], [-9.48602, 0.84122, 0.95565], [-8.09077, -1.19159, 0.54202], [-7.45242, 0.05043, -2.23517], [-8.25298, -1.36311, -1.94093], [-5.15194, -2.95217, -1.52270], [-6.86408, -3.34208, -1.80266], [-6.37506, -2.74950, -0.20714], [-0.17660, 0.86919, -2.43334], [0.75610, -0.33095, -2.65300], [1.22566, -0.53407, -4.16530], [2.40517, -1.30236, -4.32491], [2.28459, -2.77353, -4.39889], [1.98019, -0.05401, -1.78735], [2.78943, -0.64245, -1.92503], [2.28231, 0.90910, -1.75220], [1.80641, -0.16416, -0.79853], [-1.06459, 0.71478, -3.04632], [0.19297, 1.80746, -2.84702], [-0.56339, 0.99221, -1.42173], [0.34225, -1.23595, -2.20824], [1.34959, 0.42273, -4.67252], [0.45916, -0.87682, -4.86035], [1.64798, -3.02186, -5.24810], [1.71283, -3.25619, -3.60630], [3.20401, -3.30922, -4.63516], [3.90865, -7.03151, 0.25712], [4.32535, -7.37538, 1.68229], [5.33312, -8.49246, 1.92233], [6.63943, -8.21917, 1.45430], [6.90108, -8.89164, 0.19694], [4.80771, -6.11748, 2.40167], [5.14522, -6.33899, 3.32748], [5.53172, -5.60190, 1.92200], [4.12514, -5.37992, 2.50271], [3.21163, -6.19537, 0.20113], [3.16195, -7.73347, -0.11409], [4.71055, -6.79228, -0.44132], [3.38884, -7.50572, 2.22455], [4.92398, -9.43517, 1.55901], [5.33598, -8.61951, 3.00489], [6.24751, -8.75455, -0.66453], [7.04450, -9.94983, 0.41551], [7.88133, -8.61401, -0.19053], [-2.02908, -4.57957, 2.87137], [-1.51991, -3.12779, 3.19832], [-0.30473, -2.92418, 3.34027], [-2.37832, -2.22720, 3.22013], [-1.86195, -4.72467, 1.80408], [-3.09585, -4.73744, 3.03001], [-1.47218, -5.33458, 3.42628], [-5.70276, 5.10876, -4.40829], [-4.94225, 5.79400, -3.34256], [-4.48306, 6.90304, -3.69678], [-4.99655, 5.40960, -2.14200], [-5.17874, 4.26690, -4.86082], [-6.00672, 5.77101, -5.21893], [-6.60590, 4.68988, -3.96448], [5.77617, 6.49601, -2.92717], [4.39065, 6.04780, -2.37174], [3.33990, 6.37997, -2.98746], [4.39710, 5.47680, -1.24877], [5.99960, 5.88782, -3.80368], [6.51518, 6.53610, -2.12694], [5.81680, 7.54290, -3.22796], [8.37197, 0.63908, -1.30932], [7.82553, -0.39119, -0.29823], [8.23461, -0.47421, 0.88537], [7.06898, -1.23113, -0.78270], [8.11182, 0.40195, -2.34092], [9.44571, 0.81738, -1.25104], [7.95573, 1.57343, -0.93271]], "atomic_forces_ev_per_a": [[-0.8, 0.8, 0.5], [0.6, 1.5, -0.3], [0.3, 0.1, 0.9], [-0.2, 0.7, -2.2], [-0.1, -1.3, -1.5], [-1.3, -1.3, 0.4], [0.7, -0.1, -0.2], [-0.7, -0.3, -0.1], [0.6, 0.6, 0.2], [0.1, 0.0, 0.1], [0.7, -0.3, -0.1], [-0.1, -0.3, -0.6], [0.2, -0.9, 1.1], [0.5, -0.1, 0.4], [-0.6, 0.0, 0.5], [0.3, 0.5, -0.3], [0.7, -0.3, 0.5], [-0.6, 0.7, 0.3], [-0.3, -0.4, 0.1], [-0.8, 0.8, -1.4], [-0.7, 0.4, -0.9], [0.6, 0.8, -0.4], [0.5, -0.5, 1.0], [0.1, -0.8, 0.1], [0.8, -0.3, -0.3], [0.0, 0.5, -0.4], [-0.4, 0.2, 0.4], [0.0, -0.4, 0.3], [1.0, 0.1, -0.1], [-0.1, -0.1, 0.0], [0.1, 0.2, 0.3], [-0.1, 0.9, 0.6], [-0.4, -0.4, 0.6], [-0.1, -0.3, 0.3], [-0.2, 0.3, -0.3], [0.2, -0.8, 0.2], [-0.7, -0.5, -1.1], [0.5, 0.6, -0.5], [-0.1, -0.2, 0.1], [0.3, -1.2, 0.8], [-1.6, 0.8, -1.1], [0.2, 0.0, 0.7], [0.6, -0.3, -0.9], [0.4, 0.8, -1.0], [-0.8, -0.6, 0.6], [-0.2, -0.3, 0.0], [0.5, 0.0, 0.3], [0.4, -0.1, 0.1], [-0.1, -0.1, -0.3], [0.9, 0.5, 0.7], [-0.7, -0.8, 0.7], [-0.1, 0.3, -0.4], [0.5, 0.4, 0.8], [0.4, 0.8, 0.6], [-0.6, 0.5, -0.2], [-0.9, 1.1, -0.5], [-0.2, 0.1, 0.4], [-1.0, 0.0, -1.1], [1.4, -0.6, 0.2], [0.5, 0.4, -0.4], [0.3, -0.1, 0.4], [1.0, -0.2, -0.5], [-1.0, 0.0, 0.1], [0.4, 0.7, 0.6], [0.8, -0.9, -0.2], [0.0, -0.5, 0.1], [0.1, -0.9, 0.1], [0.0, 0.0, -0.4], [0.5, -0.1, 0.3], [-0.7, 0.3, 0.6], [-0.5, -0.2, -0.1], [0.0, 0.6, 0.5], [0.3, 0.4, 0.1], [-0.4, 0.2, -0.2], [1.0, -1.0, -0.1], [-1.3, 0.2, -0.1], [0.2, -0.1, -0.1], [0.0, 0.3, 0.2], [0.1, 0.0, -0.1], [-1.2, -1.6, -0.9], [0.0, 2.9, 1.1], [0.7, -0.1, -0.1], [0.1, -1.3, 0.1], [0.3, -0.1, 0.0], [0.2, 0.1, 0.2], [-0.2, -0.2, 0.0], [-0.4, 0.5, 0.3], [-1.1, 1.0, 0.9], [0.9, -0.3, -0.4], [0.4, -0.3, -0.2], [0.5, -0.1, 0.2], [0.2, -1.1, -0.1], [-0.8, 0.1, -0.5], [0.1, 0.6, 1.0], [1.9, -1.1, 0.7], [0.4, 1.3, 0.0], [-2.3, -1.3, -1.5], [-0.3, 0.1, 0.2], [0.1, -0.4, 0.2], [-0.2, 0.4, -0.6]], "total_energy_ha": -2071.79687, "lumo_energy_ev": -1.536, "e_homo_ev": -5.2338, "gap_ev": 3.70, "multiplicity": 1}

=====

Record 2
{"formula": "C24H60O18S4", "method": "ωB97M-V/def2-TZVPD", "species": ["C", "C", "O", "S", "C", "O", "O", "H", "H", "H", "H", "H", "H", "H", "H", "C", "C", "O", "S", "C", "O", "O", "H", "H", "H", "H", "H", "H", "H", "H", "C", "C", "O", "S", "C", "O", "O", "H", "H", "H", "H", "H", "H", "H", "H", "C", "C", "O", "S", "C", "O", "O", "H", "H", "H", "H", "H", "H", "H", "H", "C", "O", "C", "C", "O", "C", "C", "O", "C", "H", "H", "H", "H", "H", "H", "H", "H", "H", "H", "H", "H", "H", "H", "C", "O", "C", "C", "O", "C", "C", "O", "C", "H", "H", "H", "H", "H", "H", "H", "H", "H", "H", "H", "H", "H", "H"], "positions_angstrom": [[-2.18058, -0.43175, -2.85575], [-3.52906, -1.19435, -2.55134], [-3.72571, -1.32250, -1.16197], [-4.92328, -2.24462, -0.57944], [-6.27853, -1.07970, -0.89172], [-5.11661, -3.42931, -1.41733], [-4.78693, -2.33304, 0.88016], [-2.29711, 0.53497, -2.36588], [-2.18277, -0.29786, -3.93750], [-1.29134, -0.94054, -2.48364], [-4.41791, -0.77769, -3.02509], [-3.35559, -2.20598, -2.91826], [-7.16090, -1.59531, -0.51267], [-6.41626, -0.97518, -1.96792], [-5.86867, -0.16611, -0.46107], [1.60670, -4.12585, -0.54732], [1.80707, -3.42831, 0.76327], [3.25817, -3.34882, 1.05809], [4.48739, -3.06559, 0.00995], [5.40564, -1.88839, 1.16612], [5.16915, -4.29367, -0.14887], [4.03296, -2.30125, -1.19627], [0.61846, -4.05362, -1.00148], [1.83858, -5.13155, -0.19674], [2.32380, -4.03296, -1.36294], [1.63135, -2.35298, 0.73356], [1.16501, -3.73422, 1.58928], [6.29426, -1.43597, 0.72593], [5.72377, -2.51970, 1.99578], [4.68275, -1.12797, 1.46156], [2.87097, 5.46638, -3.89594], [3.71839, 4.25577, -3.42370], [2.91524, 3.28590, -2.73623], [2.42043, 3.61313, -1.19965], [2.03194, 1.90182, -0.62274], [3.56339, 4.04713, -0.42315], [1.18291, 4.34800, -1.17613], [2.00527, 5.05004, -4.41103], [3.48584, 6.13487, -4.49856], [2.41627, 6.05381, -3.09827], [4.15470, 3.88317, -4.35047], [4.57914, 4.52139, -2.80999], [1.56775, 1.43508, -1.49152], [1.28962, 1.91615, 0.17530], [3.00440, 1.47271, -0.38133], [0.61416, -0.55337, 3.14279], [0.30284, -1.61647, 4.22216], [-0.21070, -2.76178, 3.55169], [-0.08302, -4.24231, 4.38597], [1.08287, -4.85476, 3.16166], [0.68861, -4.04084, 5.59467], [-1.37083, -4.99129, 4.47400], [0.88254, -1.09704, 2.23698], [1.47018, 0.05045, 3.44402], [-0.21043, 0.10387, 2.86679], [1.27548, -1.93703, 4.59541], [-0.39333, -1.20272, 4.95173], [2.06912, -4.40519, 3.27696], [0.67174, -4.80160, 2.15357], [1.15238, -5.92117, 3.37624], [3.19903, 1.13311, 2.34763], [2.34373, 0.87820, 1.22087], [2.61930, -0.42757, 0.65444], [1.41856, -0.90197, -0.29237], [1.30222, -0.12719, -1.48188], [0.15514, -0.46049, -2.24902], [-0.24937, 0.62232, -3.31311], [-1.28786, 1.42012, -2.73234], [-0.92096, 2.20070, -1.58353], [4.18522, 1.27344, 1.90509], [3.06244, 0.38253, 3.12614], [3.00389, 2.11711, 2.77398], [2.75685, -1.17864, 1.43231], [3.48416, -0.46436, -0.00795], [0.53149, -0.83845, 0.33784], [1.64314, -1.91897, -0.61389], [-0.71088, -0.85620, -1.71844], [0.44044, -1.36628, -2.78404], [-0.74120, 0.17503, -4.17691], [0.60052, 1.22266, -3.63773], [-0.26660, 2.95675, -2.01748], [-0.44894, 1.73380, -0.71906], [-1.77902, 2.68549, -1.11789], [0.12076, 2.06933, 2.63126], [-1.23241, 1.99808, 3.08803], [-1.92369, 0.70311, 3.16575], [-2.46278, 0.22690, 1.78005], [-3.33314, 1.20479, 1.27445], [-3.83029, 1.00964, -0.06366], [-4.22282, 2.37618, -0.58323], [-4.12622, 2.30371, -2.05250], [-3.88691, 3.50477, -2.77031], [0.65774, 2.77807, 3.26170], [0.30554, 2.42028, 1.61598], [0.68305, 1.16708, 2.87183], [-2.81770, 0.83557, 3.77507], [-1.30287, -0.03260, 3.67704], [-3.05352, -0.68512, 1.86589], [-1.63053, 0.22796, 1.07617], [-4.57662, 0.21528, -0.05364], [-2.98454, 0.63098, -0.63760], [-3.62668, 3.12205, -0.05750], [-5.24234, 2.57300, -0.25170], [-4.58367, 4.24467, -2.37642], [-4.10987, 3.31460, -3.82019], [-2.82310, 3.71576, -2.66128]], "atomic_forces_ev_per_a": [[-8.1, -4.3, 0.4], [1.8, -1.6, -1.9], [-0.2, -1.6, 2.0], [-1.1, -0.3, -0.4], [0.7, -1.4, -0.4], [0.6, 1.5, 1.4], [0.4, 0.1, -2.6], [-1.2, -2.3, -0.2], [-0.7, -0.1, 0.3], [-4.8, -1.0, -3.1], [0.2, 0.3, -0.1], [-0.7, -0.2, -0.3], [0.0, 0.6, 0.5], [0.2, 0.0, 0.0], [-1.5, -0.2, 0.1], [0.1, -1.7, 0.3], [0.9, 3.4, -1.2], [0.6, -0.8, 0.4], [-1.4, 3.1, -0.7], [-0.5, -1.2, -0.5], [0.5, -0.5, -0.2], [1.0, -1.9, 2.9], [-0.2, -0.1, 0.5], [-0.7, -0.8, -0.6], [0.2, 0.9, 0.4], [-0.7, -1.7, 0.6], [1.6, 0.3, -1.1], [-0.3, -0.2, -0.5], [-0.2, 0.1, 0.1], [0.4, -0.3, 0.1], [0.0, -0.6, 0.9], [-0.1, 1.7, -0.2], [-0.4, 0.0, 0.5], [0.1, -2.4, 1.6], [0.6, 4.3, -3.6], [-0.4, 0.6, -0.8], [0.7, 0.7, -0.5], [0.2, 0.2, -0.6], [-0.2, -0.1, -0.2], [0.4, -0.1, 0.3], [-0.3, -1.0, 0.3], [-0.2, 0.2, 0.3], [0.8, 1.2, 0.5], [0.5, 0.9, -0.8], [-0.5, 0.6, -0.9], [0.2, -2.5, 0.1], [1.0, 0.9, -1.1], [-1.3, -1.9, 1.0], [-1.1, -0.2, -0.1], [-1.2, -2.2, 0.9], [-0.8, 0.1, -0.8], [3.5, 2.4, -0.9], [0.2, 0.0, 0.2], [-0.3, -0.7, 0.3], [1.4, -1.9, 0.1], [-0.2, 0.4, 0.9], [0.2, -0.4, 0.4], [-0.4, 0.3, 0.1], [-0.4, -0.6, 1.1], [0.2, -0.1, 0.2], [0.1, 0.6, -1.2], [0.8, -3.5, 3.8], [-1.5, 0.6, -1.3], [1.2, 1.3, -0.5], [-0.9, -1.8, 0.1], [3.7, -0.6, -0.4], [0.6, 0.6, 1.6], [4.0, 5.5, -0.1], [0.5, 1.3, -0.8], [0.6, -0.6, 0.6], [0.8, -0.1, -0.1], [-0.6, 0.0, -0.1], [-0.1, 0.3, 0.1], [0.2, 0.6, 0.2], [-0.6, -0.1, -0.4], [-0.3, 1.0, -0.5], [2.9, 1.3, 3.4], [0.1, -0.4, -0.6], [1.2, 0.3, 0.1], [0.2, 0.1, 0.3], [0.1, 0.2, 0.9], [0.1, -0.8, -0.5], [-0.3, -0.1, -0.7], [0.7, 0.6, 1.2], [-0.5, -0.8, -0.1], [-1.2, 1.0, -0.7], [0.2, 0.9, 0.4], [-1.0, 1.2, 0.2], [1.8, 0.3, 1.4], [-0.7, -0.6, -1.0], [-0.3, -0.6, 1.5], [-0.3, -0.7, 0.8], [-0.4, 0.7, 0.2], [-0.8, -0.2, -0.2], [-0.4, 2.3, -1.2], [0.1, 0.6, 0.1], [-1.4, 0.2, 0.0], [0.7, -0.6, 0.0], [0.4, -0.9, -0.2], [0.6, 1.1, 0.2], [-0.2, 0.2, -0.1], [0.5, 0.2, -0.6], [-0.4, 0.3, -0.4], [0.4, 0.6, -0.2], [0.0, -0.1, 0.1], [-0.1, 0.8, -0.1]], "total_energy_ha": -3896.70286, "lumo_energy_ev": 0.082, "e_homo_ev": -8.4600, "gap_ev": 8.54, "multiplicity": 1}

=====

What did we get for ΔE to the lowest compared entry with this formula, charge and spin? Answer: 161.4; 378.2 kcal per mole, in the order shown.